{"formula": "C24H66N2O11", "method": "the ωB97M-V functional and the def2-TZVPD basis", "symbols": ["C", "O", "C", "C", "N", "C", "C", "O", "C", "H", "H", "H", "H", "H", "H", "H", "H", "H", "H", "H", "H", "H", "H", "H", "C", "O", "C", "C", "N", "C", "C", "O", "C", "H", "H", "H", "H", "H", "H", "H", "H", "H", "H", "H", "H", "H", "H", "H", "O", "C", "C", "O", "H", "H", "H", "H", "H", "H", "C", "C", "O", "H", "H", "H", "H", "H", "H", "C", "C", "O", "H", "H", "H", "H", "H", "H", "C", "C", "O", "H", "H", "H", "H", "H", "H", "C", "C", "O", "H", "H", "H", "H", "H", "H", "C", "C", "O", "H", "H", "H", "H", "H", "H"], "coordinates": [[3.353, 4.958, 5.349], [2.358, 4.076, 5.750], [2.532, 2.749, 5.284], [1.091, 2.219, 5.390], [0.755, 1.175, 4.477], [1.676, 0.018, 4.547], [1.064, -1.215, 3.790], [1.365, -2.362, 4.151], [0.599, -2.772, 5.266], [4.066, 4.558, 4.692], [3.672, 5.434, 6.236], [2.783, 5.761, 4.795], [3.127, 2.185, 6.022], [2.972, 2.744, 4.295], [0.422, 3.034, 5.271], [0.882, 1.850, 6.408], [-0.207, 0.936, 4.853], [2.030, -0.322, 5.580], [2.599, 0.438, 4.073], [1.331, -1.061, 2.694], [0.001, -1.134, 3.775], [0.618, -2.108, 6.169], [0.846, -3.809, 5.597], [-0.434, -2.799, 4.997], [-6.551, -2.078, 2.124], [-6.069, -1.700, 0.898], [-4.958, -2.526, 0.423], [-4.032, -1.847, -0.536], [-3.011, -2.683, -1.212], [-1.952, -1.887, -1.784], [-1.160, -2.917, -2.621], [-0.445, -2.543, -3.569], [0.444, -3.651, -3.970], [-5.664, -2.413, 2.736], [-7.200, -2.936, 1.982], [-7.234, -1.408, 2.634], [-5.325, -3.273, -0.226], [-4.318, -2.991, 1.189], [-3.654, -0.947, 0.004], [-4.679, -1.416, -1.344], [-3.494, -2.937, -2.017], [-1.333, -1.407, -1.012], [-2.335, -1.156, -2.457], [-1.920, -3.387, -3.221], [-0.853, -3.761, -2.013], [-0.260, -4.455, -4.224], [1.099, -3.921, -3.160], [1.033, -3.399, -4.919], [-0.287, -0.273, -4.716], [0.160, -0.567, -5.959], [-0.507, 0.375, -6.868], [0.225, 0.260, -8.069], [-0.460, -1.099, -4.270], [1.137, -0.315, -5.806], [0.141, -1.634, -6.177], [-0.328, 1.426, -6.571], [-1.599, 0.304, -6.953], [-0.305, 0.402, -8.807], [2.652, 3.931, 1.659], [1.543, 3.197, 1.455], [1.504, 1.879, 2.005], [2.571, 4.845, 1.107], [3.453, 3.419, 1.235], [2.837, 4.192, 2.662], [1.470, 3.016, 0.415], [0.655, 3.688, 1.771], [1.336, 1.804, 2.969], [-0.861, 2.187, -1.287], [-1.621, 1.741, -0.117], [-1.032, 0.646, 0.492], [0.130, 2.562, -1.116], [-1.366, 2.924, -1.922], [-0.563, 1.364, -1.923], [-2.664, 1.479, -0.363], [-1.682, 2.560, 0.642], [-1.128, 0.788, 1.438], [1.942, -0.873, -2.049], [2.216, -0.261, -0.714], [2.756, 1.044, -0.815], [1.084, -0.518, -2.630], [1.553, -1.882, -2.039], [2.826, -1.035, -2.709], [2.999, -0.872, -0.310], [1.282, -0.215, -0.054], [2.597, 1.391, 0.077], [1.607, 2.298, -3.541], [1.500, 3.062, -4.748], [0.403, 3.878, -4.516], [0.839, 1.540, -3.400], [1.382, 2.784, -2.570], [2.579, 1.917, -3.443], [1.133, 2.429, -5.594], [2.277, 3.764, -5.090], [-0.276, 3.276, -4.715], [0.646, -3.448, 0.674], [-0.502, -3.120, 1.451], [-1.702, -3.759, 0.995], [1.450, -2.823, 1.026], [0.482, -3.225, -0.390], [0.904, -4.468, 0.866], [-0.645, -2.064, 1.526], [-0.211, -3.458, 2.444], [-2.160, -3.378, 0.172]], "lowdin_charge": [-0.11, -0.20, -0.20, -0.22, -0.11, -0.15, -0.39, -0.13, -0.07, 0.07, 0.07, 0.11, 0.13, 0.10, 0.11, 0.13, 0.15, 0.14, 0.12, 0.14, 0.10, 0.10, 0.11, 0.08, -0.15, -0.17, -0.20, -0.19, -0.07, -0.15, -0.37, -0.20, 0.01, 0.10, 0.08, 0.08, 0.11, 0.12, 0.13, 0.14, 0.09, 0.12, 0.12, 0.13, 0.13, 0.10, 0.09, 0.12, -0.07, -0.29, -0.23, -0.04, 0.02, 0.10, 0.13, 0.11, 0.13, 0.05, -0.09, -0.37, -0.08, 0.11, 0.09, 0.06, 0.09, 0.12, 0.02, -0.08, -0.34, -0.09, 0.04, 0.10, 0.06, 0.11, 0.13, 0.08, -0.08, -0.31, -0.08, 0.05, 0.04, 0.10, 0.10, 0.12, 0.05, -0.11, -0.33, -0.07, 0.05, 0.08, 0.07, 0.11, 0.13, 0.05, -0.09, -0.35, -0.10, 0.07, 0.06, 0.09, 0.09, 0.11, 0.05], "homo_lumo_gap_ev": 9.85, "de_lowest_ev": 2.1351, "smiles": "COCCNCCOC.COCCNCCOC.OCCO.CCO.CCO.CCO.CCO.CCO"}

***

{"formula": "C24H66N6O6", "method": "the ωB97M-V functional and the def2-TZVPD basis", "symbols": ["C", "O", "C", "C", "C", "N", "H", "H", "H", "H", "H", "H", "H", "H", "H", "H", "H", "C", "O", "C", "C", "C", "N", "H", "H", "H", "H", "H", "H", "H", "H", "H", "H", "H", "C", "O", "C", "C", "C", "N", "H", "H", "H", "H", "H", "H", "H", "H", "H", "H", "H", "C", "O", "C", "C", "C", "N", "H", "H", "H", "H", "H", "H", "H", "H", "H", "H", "H", "C", "O", "C", "C", "C", "N", "H", "H", "H", "H", "H", "H", "H", "H", "H", "H", "H", "C", "O", "C", "C", "C", "N", "H", "H", "H", "H", "H", "H", "H", "H", "H", "H", "H"], "coordinates": [[-8.367, -0.141, 3.482], [-7.186, -0.072, 2.728], [-7.298, 0.829, 1.632], [-5.969, 0.828, 0.897], [-6.127, 1.646, -0.373], [-5.512, -0.526, 0.599], [-8.529, 0.798, 4.017], [-8.248, -0.956, 4.202], [-9.238, -0.439, 2.885], [-8.076, 0.418, 0.968], [-7.573, 1.824, 1.995], [-5.285, 1.322, 1.598], [-5.297, 1.473, -1.059], [-6.165, 2.711, -0.136], [-7.057, 1.387, -0.884], [-5.871, -1.145, 1.320], [-5.950, -0.809, -0.273], [3.539, 0.097, -4.447], [2.156, 0.324, -4.520], [1.359, -0.767, -4.072], [0.482, -1.323, -5.162], [-0.622, -2.158, -4.535], [1.299, -2.208, -6.022], [3.890, 0.122, -3.404], [4.033, 0.940, -4.937], [3.861, -0.830, -4.926], [1.978, -1.547, -3.617], [0.706, -0.407, -3.271], [-0.003, -0.515, -5.720], [-1.334, -2.513, -5.281], [-1.192, -1.551, -3.821], [-0.238, -3.011, -3.975], [0.853, -2.292, -6.934], [2.152, -1.705, -6.267], [0.894, 3.084, 1.715], [-0.152, 3.956, 1.367], [-1.244, 3.242, 0.821], [-2.478, 4.136, 0.760], [-2.369, 5.127, -0.394], [-2.642, 4.792, 2.077], [1.693, 3.668, 2.177], [1.329, 2.664, 0.800], [0.632, 2.291, 2.424], [-0.979, 2.882, -0.182], [-1.440, 2.370, 1.460], [-3.343, 3.480, 0.626], [-3.237, 5.791, -0.433], [-2.328, 4.573, -1.333], [-1.501, 5.771, -0.247], [-1.719, 4.933, 2.476], [-3.013, 5.729, 1.965], [-2.347, -0.693, -0.462], [-1.030, -1.129, -0.708], [-0.199, -0.999, 0.415], [1.244, -1.071, -0.033], [2.145, -1.131, 1.205], [1.549, 0.227, -0.663], [-2.344, 0.331, -0.059], [-2.844, -1.342, 0.262], [-2.893, -0.652, -1.402], [-0.331, -0.033, 0.922], [-0.393, -1.747, 1.207], [1.451, -1.908, -0.707], [2.138, -2.142, 1.625], [1.794, -0.439, 1.973], [3.175, -0.855, 0.975], [1.119, 0.377, -1.560], [2.543, 0.406, -0.684], [5.791, 0.571, 1.847], [5.018, 1.343, 0.968], [5.721, 1.957, -0.083], [5.010, 3.215, -0.560], [5.965, 3.997, -1.447], [4.488, 4.040, 0.531], [6.059, -0.394, 1.389], [5.116, 0.264, 2.648], [6.674, 1.104, 2.202], [6.726, 2.257, 0.275], [5.926, 1.234, -0.885], [4.192, 2.912, -1.227], [5.460, 4.797, -1.985], [6.354, 3.320, -2.216], [6.814, 4.387, -0.881], [5.241, 4.699, 0.748], [4.538, 3.475, 1.382], [0.023, -4.530, -0.046], [-0.013, -5.741, 0.691], [1.097, -5.909, 1.538], [1.041, -5.081, 2.821], [2.403, -5.163, 3.515], [-0.047, -5.571, 3.655], [0.576, -4.688, -0.988], [0.567, -3.745, 0.475], [-0.996, -4.264, -0.308], [1.095, -6.967, 1.815], [2.023, -5.686, 0.990], [0.857, -4.031, 2.587], [2.392, -4.509, 4.392], [3.213, -4.806, 2.874], [2.607, -6.181, 3.852], [0.019, -5.220, 4.605], [-0.001, -6.579, 3.760]], "lowdin_charge": [-0.12, -0.21, -0.22, -0.45, -0.07, 0.06, 0.09, 0.09, 0.09, 0.13, 0.13, 0.14, 0.07, 0.08, 0.08, 0.07, 0.08, -0.12, -0.18, -0.22, -0.43, -0.07, 0.04, 0.08, 0.09, 0.08, 0.13, 0.10, 0.14, 0.08, 0.07, 0.08, 0.07, 0.06, -0.12, -0.20, -0.22, -0.42, -0.07, 0.04, 0.08, 0.07, 0.09, 0.13, 0.11, 0.12, 0.07, 0.08, 0.08, 0.06, 0.06, -0.11, -0.19, -0.24, -0.41, -0.05, 0.06, 0.08, 0.08, 0.08, 0.12, 0.12, 0.13, 0.06, 0.08, 0.06, 0.05, 0.06, -0.11, -0.22, -0.22, -0.45, -0.07, 0.06, 0.09, 0.09, 0.09, 0.13, 0.13, 0.13, 0.08, 0.08, 0.08, 0.07, 0.06, -0.09, -0.17, -0.22, -0.45, -0.07, 0.04, 0.09, 0.05, 0.09, 0.13, 0.13, 0.11, 0.07, 0.07, 0.08, 0.07, 0.07], "homo_lumo_gap_ev": 9.50, "de_lowest_ev": 1.1180, "smiles": "COC[C@H](C)N.COC[C@H](C)N.COC[C@H](C)N.COC[C@H](C)N.COC[C@H](C)N.COC[C@H](C)N"}